A molecular structure, C26H25F4N4O2Re, computed with ωB97M-V/def2-TZVPD.

Computed properties:
M, g/mol: 687.7
Energy above the lowest of the compared OMol25 structures with the same formula, charge and spin, kJ/mol: 242.1
LUMO (alpha / beta), eV: -3.5 / -4.9
Orbital gap (alpha / beta), Eh: 0.2367 / 0.1809
E_HOMO (alpha / beta), Ha: -0.36414 / -0.36077

```
! RIJCOSX wB97M-V def2-TZVPD def2/J DEFGRID3
* xyz 1 4
H -2.376 0.794 0.738
H 5.486 1.467 1.567
H -5.786 2.876 -1.357
C -1.280 2.173 -1.970
N -0.175 1.524 -1.761
H 1.370 1.117 -3.081
N -0.450 1.032 1.521
C -3.674 2.625 -1.562
Re 0.536 0.165 -0.314
H 3.007 2.632 -2.068
O -1.911 -0.512 -1.808
C -0.123 -4.849 -2.070
F 0.947 -1.358 -1.965
H 4.901 -2.127 3.780
H -1.158 2.778 0.552
C -5.241 0.795 -1.484
C 2.858 -0.721 1.446
H 0.736 2.774 -3.231
C 3.357 -1.633 2.413
C 0.260 0.736 2.777
H 6.232 -0.104 3.291
C -0.974 -4.855 -0.976
H 1.736 3.395 -1.077
C -2.601 1.735 -1.678
H -0.312 1.109 3.631
H -1.213 3.106 -2.535
H -6.267 0.457 -1.445
C -1.771 0.350 1.532
C -0.608 -2.475 -0.537
H -1.226 2.838 2.329
C -0.643 2.490 1.469
H 0.334 2.975 1.496
H 0.046 -5.748 -2.637
C 0.985 1.979 -2.520
C -1.221 -3.714 -0.231
F -2.056 -3.808 0.824
C -2.850 0.298 -1.677
C 0.513 -3.658 -2.386
H 2.760 -2.509 2.619
C -4.225 -0.111 -1.582
N -0.771 -1.306 0.097
C 5.307 -0.276 2.766
N 2.181 1.437 -0.520
C -1.632 -1.151 1.243
H 4.093 2.063 -0.150
H -4.430 -1.170 -1.618
C -4.972 2.174 -1.457
H 1.232 1.225 2.775
C 0.275 -2.523 -1.645
C 4.541 -1.411 3.059
H -2.630 -1.560 1.063
H -2.276 0.509 2.490
C 2.060 2.457 -1.546
F -1.576 -5.994 -0.629
C 4.878 0.609 1.811
H -3.478 3.688 -1.527
C 3.307 1.358 0.115
H -1.208 -1.681 2.105
F 1.377 -3.602 -3.404
C 3.658 0.428 1.132
H 0.413 -0.333 2.897
O 1.724 -0.981 0.909
*
```

A molecular structure, C26H25IOPS3Sb2Se4W, computed with ωB97M-V/def2-TZVPD.

Computed properties:
M, g/mol: 1350.8
Energy above the lowest of the compared OMol25 structures with the same formula, charge and spin, kJ/mol: 117.9
LUMO (alpha / beta), eV: -2.1 / -2.6
Orbital gap (alpha / beta), Eh: 0.2076 / 0.1932
E_HOMO (alpha / beta), Ha: -0.28516 / -0.28855

```
! RIJCOSX wB97M-V def2-TZVPD def2/J DEFGRID3
* xyz 0 2
H 2.381 6.038 0.550
Sb -2.220 -4.881 -1.502
C 2.382 3.898 0.836
Sb 1.599 -3.289 4.708
C -0.232 1.707 4.331
C 0.859 1.311 -1.501
H 3.156 0.120 -1.702
C 0.410 2.513 -3.585
C -1.195 1.113 3.313
H 4.911 -1.453 -2.377
H -2.448 -2.635 -3.894
Se -0.894 -5.079 -3.461
C 1.364 2.529 -0.919
H -3.236 0.416 3.161
O -0.616 -0.146 2.841
H 0.769 1.771 3.903
C 1.699 -1.405 -1.277
P 0.462 -0.258 -0.572
C -1.174 -1.596 -2.522
C -1.093 -0.791 -1.388
H -0.271 -1.949 -3.008
C 2.453 -3.668 -1.678
H 0.075 2.470 -4.614
C -2.276 -0.427 -0.750
C -3.510 -0.809 -1.252
S 1.917 -2.236 2.392
C 3.699 -3.198 -2.069
H -1.861 1.554 1.291
C 0.451 1.339 -2.813
C 3.945 -1.833 -2.069
C 2.041 2.671 0.332
C 2.952 -0.944 -1.681
H -0.191 1.112 5.238
H 4.471 -3.891 -2.379
H -2.979 1.772 4.274
I 2.755 1.048 1.440
Se -4.545 -5.157 -1.414
Se -2.786 -2.669 2.778
C -2.406 -1.998 -3.019
C 1.469 -2.779 -1.278
C -2.561 0.833 3.906
S 0.016 -4.548 3.613
C 0.738 3.696 -3.003
C 2.113 5.080 0.124
C 1.573 4.990 -1.121
H 2.900 3.956 1.784
H 0.096 0.426 -3.274
H -0.296 2.265 1.718
H -4.537 -1.917 -2.776
C 1.218 3.735 -1.673
S -0.234 -1.809 5.261
H -2.233 0.131 0.174
W -0.323 -1.965 2.856
C -3.579 -1.594 -2.392
H -4.415 -0.518 -0.733
H -2.486 0.133 4.738
H 0.658 4.630 -3.548
H 2.241 -4.729 -1.690
H 0.502 -3.163 -0.986
Se -1.441 -3.474 1.019
H 1.410 5.877 -1.722
C -1.288 2.016 2.094
H -1.790 2.941 2.382
H -0.569 2.715 4.582
*
```